# 1
Formula: C48H94F9N3O21
Source: OMol25
Level of theory: the ωB97M-V functional and the def2-TZVPD basis

Its highest occupied orbital energy (spin up / spin down) is -0.438 / -5.297 eV. The frontier orbital gap (spin up / spin down) comes out at 2.46 / 7.32 eV. The expectation value of S² is 0.753. As for the calculated total energy: -4528.0347 Ha. For the molar mass, the calculation gives 1220.26 g mol⁻¹.

Structure (ORCA input):
```
! wB97M-V def2-TZVPD RIJCOSX def2/J DEFGRID3
* xyz -1 2
C -1.3519 -3.4248 -4.1263
C -0.4579 -2.4057 -3.6229
N 0.2415 -1.5611 -3.2889
H -2.2036 -2.8728 -4.5239
H -1.7513 -4.0418 -3.3214
H -0.9733 -4.0602 -4.9269
C 4.2154 2.0668 -1.1968
C 3.5217 3.2385 -1.8016
N 2.9695 4.1271 -2.3058
H 3.4941 1.2498 -1.2094
H 4.5358 2.2225 -0.1667
H 5.0557 1.8443 -1.8545
C 0.3306 1.2484 -1.9944
C 0.8216 0.5545 -0.7764
N 1.2120 0.0541 0.1439
H 1.0653 1.3073 -2.7974
H 0.0364 2.2890 -1.8574
H -0.5567 0.7106 -2.3285
C -2.5558 0.2534 -4.9523
O -3.4070 -0.8582 -5.2771
C -3.2553 -1.2430 -6.6468
C -4.1307 -2.4575 -7.0895
O -3.7865 -3.5494 -6.2484
C -4.3378 -4.8161 -6.6405
C -3.8866 -5.8595 -5.5574
O -2.4461 -5.9346 -5.4641
C -2.1494 -7.1979 -4.9222
H -2.5841 0.5160 -3.8948
H -2.9124 1.1856 -5.3905
H -1.4841 0.1304 -5.1087
H -2.2501 -1.5222 -6.9625
H -3.6461 -0.3911 -7.2032
H -4.0577 -2.5849 -8.1696
H -5.1591 -2.2549 -6.7903
H -3.9799 -5.1460 -7.6157
H -5.4266 -4.7700 -6.6625
H -4.4691 -6.7775 -5.6352
H -4.1819 -5.5158 -4.5660
H -1.1602 -7.0964 -4.4758
H -2.0614 -7.9426 -5.7132
H -2.8356 -7.6775 -4.2242
C 3.5753 -0.2255 8.4447
O 3.7915 0.3611 7.1846
C 5.0848 1.0666 7.1801
C 5.1067 2.1234 6.0963
O 5.2195 1.5358 4.8289
C 5.7795 2.3463 3.8592
C 6.1067 1.6129 2.5453
O 4.9409 1.2778 1.8024
C 4.0300 0.3444 2.3572
H 3.3508 0.5991 9.1213
H 4.4244 -0.8743 8.6595
H 2.6809 -0.8454 8.5080
H 5.8655 0.3155 7.0602
H 5.3437 1.6365 8.0724
H 5.9739 2.7708 6.2266
H 4.1909 2.6917 5.9333
H 6.7504 2.7068 4.1990
H 5.2142 3.2737 3.7666
H 6.6430 0.6880 2.7578
H 6.8109 2.2539 2.0150
H 3.4678 0.7153 3.2142
H 4.5793 -0.5403 2.6793
H 3.3551 0.0374 1.5582
C 3.4393 -1.4911 -3.1292
O 4.7215 -1.1212 -3.7344
C 4.6370 -0.8322 -5.1449
C 4.4962 0.6744 -5.3959
O 3.2105 1.2041 -4.9723
C 2.8615 2.4537 -5.4967
C 1.3615 2.6236 -5.4023
O 0.8600 3.4993 -6.4086
C -0.5759 3.7153 -6.2381
H 2.9551 -2.3476 -3.5982
H 2.7315 -0.6664 -3.2125
H 3.6335 -1.6629 -2.0705
H 3.8356 -1.4126 -5.6020
H 5.5762 -1.1515 -5.5967
H 4.7043 0.8793 -6.4460
H 5.2920 1.1375 -4.8126
H 3.0631 2.6356 -6.5524
H 3.3874 3.1923 -4.8917
H 1.1066 2.8731 -4.3723
H 0.8043 1.6905 -5.4852
H -1.0112 4.2656 -7.0722
H -0.7153 4.2424 -5.2942
H -1.1826 2.8277 -6.0589
C -4.4058 -6.5678 4.2422
O -3.3020 -7.3595 3.7189
C -1.9871 -6.7197 3.9119
C -1.8995 -5.3980 3.1653
O -0.5730 -5.0551 2.8436
C -0.5047 -3.7795 2.1396
C 0.9414 -3.4303 1.6460
O 1.8664 -3.3082 2.7279
C 3.1752 -3.1841 2.3318
H -4.2191 -6.2804 5.2770
H -5.2977 -7.1922 4.1883
H -4.5382 -5.6291 3.7044
H -1.1775 -7.3426 3.5316
H -1.8825 -6.7122 4.9969
H -2.3224 -4.6140 3.7935
H -2.4698 -5.4188 2.2367
H -0.9888 -2.9823 2.7039
H -1.0907 -3.7899 1.2205
H 0.9323 -2.4647 1.1403
H 1.1642 -4.2346 0.9449
H 3.3721 -2.3858 1.6162
H 3.5631 -4.1177 1.9244
H 3.7575 -2.9422 3.2208
C -2.6224 0.1031 4.7455
O -2.2478 -0.4879 3.5266
C -1.2358 0.2537 2.8155
C 0.1750 0.2901 3.4991
O 0.1437 1.4052 4.4347
C 1.2686 1.5055 5.3304
C 1.2104 2.7157 6.3586
O 1.5225 3.9693 5.7890
C 0.4138 4.6012 5.1273
H -1.8932 -0.0135 5.5473
H -3.4833 -0.4914 5.0512
H -2.8514 1.1651 4.6570
H -1.6449 1.2635 2.7849
H -1.1379 -0.1296 1.7998
H 1.0009 0.6032 2.8604
H 0.3505 -0.6147 4.0810
H 2.1326 1.5682 4.6689
H 1.4273 0.5340 5.7985
H 1.9991 2.5183 7.0846
H 0.2379 2.7082 6.8509
H -0.3611 4.8300 5.8589
H 0.0189 3.8929 4.3989
H 0.6327 5.6012 4.7531
C -2.8601 -0.0460 -0.5513
C -3.1909 -1.5377 -0.7313
O -4.4446 -1.6153 -1.4110
C -4.7346 -2.8331 -2.0593
O -4.0125 -3.8071 -2.0649
C -6.0921 -2.7552 -2.8788
F -5.8541 -3.2739 -4.0223
F -6.9627 -3.5441 -2.2486
F -6.5649 -1.5172 -3.0228
H -3.0024 0.4385 -1.5172
H -1.8163 0.1517 -0.3072
H -3.4641 0.4934 0.1783
H -3.2574 -2.1013 0.1993
H -2.3811 -2.0057 -1.2910
C -3.7405 3.4501 3.5925
C -2.7768 4.2633 2.6924
O -3.2780 4.4851 1.3906
C -2.8534 3.6535 0.3423
O -1.9621 2.7645 0.3150
C -3.5715 3.9915 -0.9910
F -2.7153 4.6875 -1.7502
F -3.9558 2.8344 -1.5824
F -4.6572 4.7477 -0.6926
H -3.2706 3.2855 4.5621
H -4.0336 2.5328 3.0817
H -4.7043 3.9315 3.7584
H -1.8016 3.7764 2.6831
H -2.5143 5.1594 3.2547
C 1.6414 3.2624 1.5345
C 1.1756 4.6937 1.3227
O 0.7884 4.8498 -0.0196
C 0.2634 6.0058 -0.4227
O -0.1500 6.8906 0.3895
C 0.1116 6.1799 -1.9870
F -0.9059 7.0293 -2.2150
F 1.2608 6.5982 -2.3858
F -0.1001 4.9611 -2.5461
H 2.0581 3.1303 2.5330
H 2.4489 3.0004 0.8507
H 0.8775 2.4862 1.4892
H 1.9716 5.3984 1.5632
H 0.3430 4.8844 1.9997
*
```


# 2
Formula: C3H5BrO2
Source: OMol25
Level of theory: the ωB97M-V functional and the def2-TZVPD basis

Its highest occupied orbital energy is -8.628 eV. The frontier orbital gap comes out at 8.00 eV. The value obtained for the energy relative to the best compared isomer or geometry (same formula, charge and spin) is 3.077 eV. As for the calculated total energy: -2841.6858 Ha. For the molar mass, the calculation gives 152.98 g mol⁻¹.

Structure (ORCA input):
```
! wB97M-V def2-TZVPD RIJCOSX def2/J DEFGRID3
* xyz 0 1
C -0.5117 -0.2269 -0.2698
C 0.5289 -0.0710 0.8160
C -0.6327 0.7143 -1.3826
O -0.7478 0.2137 1.1092
O 1.6517 0.4312 1.2501
Br 1.1272 -2.6171 1.8480
H -0.6680 -1.3388 -0.3592
H -0.8329 1.7610 -1.0917
H -1.5910 0.3477 -1.9324
H 0.0309 0.3795 -2.1774
H 1.6455 0.4064 2.1898
*
```


# 3
Formula: C21H18BBr4F4NO3SiW
Source: OMol25
Level of theory: the ωB97M-V functional and the def2-TZVPD basis

Its highest occupied orbital energy (spin up / spin down) is -8.053 / -8.688 eV. The frontier orbital gap (spin up / spin down) comes out at 7.03 / 7.99 eV. The expectation value of S² is 2.009. As for the calculated total energy: -12168.7554 Ha. For the molar mass, the calculation gives 950.73 g mol⁻¹.

Structure (ORCA input):
```
! wB97M-V def2-TZVPD RIJCOSX def2/J DEFGRID3
* xyz 0 3
W 0.4579 -0.6683 0.5059
Br 0.1829 -7.5458 -0.2325
C -0.0003 -5.6915 -0.5133
C -0.7714 -5.2079 -1.5733
Br -1.6589 -6.4022 -2.7290
C -0.8954 -3.8317 -1.7922
Br -1.9049 -3.0993 -3.1859
C -0.2456 -2.9642 -0.9349
O -0.2392 -1.6181 -1.0237
C 0.4876 -3.4487 0.1412
O 1.0393 -2.4772 0.8914
C 0.6394 -4.8051 0.3521
Br 1.6827 -5.3478 1.8084
C 2.0113 -0.6822 2.8268
Si 2.2614 1.1077 2.3384
C 4.0707 1.4833 2.0738
C 1.4324 2.2627 3.5367
N 1.3513 1.0494 0.8151
C 1.0350 2.2183 0.1113
C 1.6493 3.4566 0.2595
C 1.2010 4.5482 -0.4710
C 0.1417 4.4200 -1.3532
C -0.4790 3.1879 -1.5252
C -0.0126 2.1181 -0.7951
O -0.5339 0.8190 -0.8521
C -1.5058 0.5815 -1.8561
C -1.0934 0.5103 -3.1716
C -2.0510 0.3379 -4.1552
C -3.3929 0.2281 -3.8049
C -3.7733 0.2830 -2.4730
C -2.8224 0.4687 -1.4768
H 2.0288 -0.8886 3.9004
H 2.6693 -1.4003 2.3419
H 0.9578 -1.0183 2.6683
H 4.6303 1.2088 2.9732
H 4.2670 2.5385 1.8793
H 4.4750 0.9013 1.2434
H 1.9038 2.1769 4.5195
H 0.3784 1.9984 3.6398
H 1.4941 3.3059 3.2242
H 2.4798 3.5717 0.9431
H 1.6856 5.5075 -0.3452
H -0.2103 5.2760 -1.9122
H -1.3075 3.0718 -2.2090
H -0.0401 0.5886 -3.4093
H -1.7515 0.2762 -5.1931
H -4.1420 0.0889 -4.5737
H -4.8152 0.1807 -2.2006
H -3.0891 0.5028 -0.4291
F -2.3795 -1.2330 1.0362
B -2.0372 -0.6649 2.2776
F -1.2280 -1.5574 2.9873
F -3.1019 -0.1871 2.9752
F -1.1314 0.4649 1.9214
*
```


# 4
Formula: CH6N3O2
Source: OMol25
Level of theory: the ωB97M-V functional and the def2-TZVPD basis

Its highest occupied orbital energy is -14.754 eV. The frontier orbital gap comes out at 11.30 eV. The value obtained for the energy relative to the best compared isomer or geometry (same formula, charge and spin) is 1.108 eV. As for the calculated total energy: -356.0590 Ha. For the molar mass, the calculation gives 92.08 g mol⁻¹.

Structure (ORCA input):
```
! wB97M-V def2-TZVPD RIJCOSX def2/J DEFGRID3
* xyz 1 1
N 0.7149 1.5718 -0.0335
C 0.1064 0.4225 -0.0705
N 0.5338 -0.8058 -0.0131
O 1.9065 -0.9742 0.1669
N -1.3985 0.3341 0.2006
O -1.9354 -0.9100 -0.1552
H 1.6839 1.5339 -0.2647
H 0.2013 2.4283 -0.2915
H 0.0929 -1.6070 0.3858
H 2.2897 -1.6975 -0.3464
H -1.8293 1.2046 -0.0276
H -2.3660 -1.5007 0.4491
*
```